Entry 1:
Computed, not measured: a cluster of 3 separate species, C6H10N2O in total in a non-equilibrium geometry, with ωB97M-V/def2-TZVPD.

Properties
- LUMO (spin up / spin down) (eV) = 0.39 / 0.04
- E_HOMO (spin up / spin down) (eV) = -7.823 / -7.003
- HOMO-LUMO gap (spin up / spin down) (eV) = 8.21 / 7.04
- energy relative to the best compared isomer or geometry (same formula, charge and spin) (kcal per mole) = 178.52
- total charge = 0

Geometry (Å):
C  -0.200  1.396  -1.280
N  -0.288  0.201  -0.441
C  0.714  -0.274  0.177
C  -1.295  0.549  1.284
C  1.190  -2.061  -2.035
C  1.412  -0.822  1.141
C  -1.341  1.686  1.948
O  -1.987  -0.570  1.483
N  1.426  -0.873  -1.751
H  -1.835  -1.165  0.731
H  -1.086  2.001  -1.086
H  0.695  1.990  -1.090
H  -0.213  1.066  -2.316
H  0.620  -2.709  -1.339
H  1.624  -2.545  -2.925
H  2.138  -1.584  0.899
H  1.191  -0.641  2.181
H  -2.140  1.883  2.657
H  -0.625  2.472  1.764

Forces on the atoms, in the same order (eV/Å):
C -0.1 0.1 0.1
N -3.3 1.9 3.4
C 2.7 -2.5 -2.8
C 0.0 -0.2 -1.7
C -0.1 -0.5 1.0
C -0.3 -0.1 -0.1
C 0.1 0.0 -0.4
O 0.2 0.1 -0.2
N 0.8 0.8 0.9
H -0.1 0.1 0.1
H 0.1 -0.1 0.0
H 0.0 -0.1 0.0
H 0.1 0.0 0.0
H 0.1 -0.1 -0.3
H -0.3 0.2 0.0
H 0.2 0.2 -0.1
H -0.1 0.2 0.2
H 0.2 -0.3 0.2
H 0.0 0.0 -0.2

Atom charges from the Löwdin analysis, given in e for atoms 1 to 6:
1 C -0.08
2 N -0.03
3 C -0.29
4 C -0.26
5 C -0.20
6 C 0.03

***

Entry 2:
Computed, not measured: the molecule C6H10N2O in a non-equilibrium geometry, with ωB97M-V/def2-TZVPD.

Properties
- structure (SMILES) = C=C(C)/N=C(\C)C(N)=O
- LUMO (eV) = 0.91
- E_HOMO (eV) = -8.914
- HOMO-LUMO gap (eV) = 9.82
- energy relative to the best compared isomer or geometry (same formula, charge and spin) (kcal per mole) = 31.86
- total charge = 0

Geometry (Å):
C  0.867  -1.688  0.432
C  -2.288  0.875  0.879
C  2.448  0.417  -0.092
C  0.840  -0.272  0.012
C  -1.527  0.138  -0.172
N  2.508  1.639  -0.646
C  -2.050  -0.674  -1.080
N  0.025  0.607  -0.262
O  3.403  -0.200  0.325
H  3.392  2.114  -0.753
H  1.646  2.131  -0.815
H  1.283  -1.766  1.435
H  1.543  -2.237  -0.225
H  -0.105  -2.174  0.382
H  -1.926  0.613  1.874
H  -2.156  1.950  0.750
H  -3.354  0.650  0.822
H  -3.117  -0.847  -1.136
H  -1.433  -1.277  -1.729

Forces on the atoms, in the same order (eV/Å):
C -0.3 -0.4 -0.2
C 0.1 0.2 -0.2
C -1.6 -1.5 0.5
C 5.0 1.2 0.0
C 2.4 1.2 -0.5
N -0.4 0.1 -0.1
C 0.4 -0.2 0.4
N -5.6 -0.5 0.0
O -0.1 -0.1 -0.1
H -0.1 -0.2 0.2
H 0.0 -0.1 -0.1
H 0.0 0.0 0.0
H 0.1 0.1 0.0
H -0.1 0.2 0.1
H 0.0 0.0 0.0
H 0.0 0.1 0.1
H 0.1 -0.1 0.0
H 0.0 0.0 0.2
H 0.1 0.3 -0.3

Atom charges from the Löwdin analysis, given in e for atoms 1 to 6:
1 C -0.03
2 C -0.07
3 C -0.45
4 C -0.27
5 C -0.32
6 N 0.14

***

Entry 3:
Computed, not measured: a structure of composition C6H10N2O, with ωB97M-V/def2-TZVPD.

Properties
- LUMO (eV) = -0.01
- E_HOMO (eV) = -8.129
- HOMO-LUMO gap (eV) = 8.11
- energy relative to the best compared isomer or geometry (same formula, charge and spin) (kcal per mole) = 109.24
- total charge = 0

Geometry (Å):
C  -1.888  0.043  -1.180
C  -0.766  -0.777  -0.543
C  -0.850  -0.144  1.259
C  -1.253  0.077  2.386
O  -0.819  -2.024  -0.594
H  -1.837  1.108  -0.959
H  -2.836  -0.349  -0.819
H  -1.836  -0.112  -2.262
H  -1.627  0.257  3.367
N  0.912  1.232  -0.901
N  2.315  0.012  1.005
C  0.691  -0.205  -0.769
C  1.353  -0.677  0.468
H  0.266  1.723  -0.288
H  0.738  1.540  -1.849
H  2.512  0.919  0.583
H  2.727  -0.236  1.891
H  1.100  -0.729  -1.640
H  1.099  -1.659  0.845

Forces on the atoms, in the same order (eV/Å):
C 0.1 -0.1 0.1
C 0.1 0.1 0.0
C -0.2 0.0 0.1
C 0.2 -0.1 -0.3
O 0.1 0.2 0.1
H 0.0 0.0 0.0
H 0.0 0.0 0.0
H 0.0 0.0 0.0
H 0.0 0.0 0.0
N 0.0 -0.2 0.1
N -0.3 -0.1 -0.1
C -0.2 0.1 0.0
C 0.3 0.1 0.0
H 0.0 0.0 0.0
H 0.0 0.0 0.0
H 0.0 -0.1 0.0
H 0.0 0.0 -0.1
H 0.0 0.0 0.1
H -0.1 0.0 0.0

Atom charges from the Löwdin analysis, given in e for atoms 1 to 6:
1 C -0.04
2 C -0.65
3 C -0.09
4 C 0.04
5 O -0.07
6 H 0.06